88
Properties=species:S:1:pos:R:3:forces:R:3 method="wB97M-V/def2-TZVPD" homo_ev="-1.9 / -1.9" s2=6.017 multiplicity=5 largest_force_ev_per_a=0.53 total_charge=-2 e_tot_ha=-5324.75810 lumo_ha="0.1459 / 0.1288" orbital_gap_ev="5.841 / 5.396"
Co -0.4331 -0.3760 0.2052 0.23 -0.47 0.00
S -2.0253 -0.3214 -1.7501 -0.10 -0.09 0.17
C -3.3229 0.0786 -0.7064 0.08 -0.02 -0.02
S -2.9082 0.3351 0.9651 0.02 -0.02 -0.05
C -4.6443 0.1924 -1.1290 -0.28 0.11 -0.08
C -5.7013 0.5487 -0.2308 0.22 -0.12 -0.25
N -6.5841 0.8318 0.4572 -0.04 0.01 0.01
C -5.0264 -0.0394 -2.4895 0.12 -0.02 0.36
N -5.3657 -0.2373 -3.5747 -0.04 0.04 -0.04
F -0.6166 -1.7158 2.8475 0.14 0.01 0.02
C 0.2201 -0.8036 2.1917 -0.06 -0.06 -0.13
F 1.4764 -1.4168 2.1744 -0.11 0.01 0.12
C 0.3843 0.3144 3.2098 -0.19 -0.22 -0.15
F 1.2618 1.2363 2.7823 0.17 0.07 0.00
F 0.8160 -0.0959 4.4266 0.04 0.07 0.05
F -0.7916 0.9364 3.4141 0.02 0.09 0.10
C 1.7134 -6.2375 -1.9830 -0.01 0.01 0.01
C 0.9266 -5.1602 -1.2743 0.02 0.03 0.00
C -0.1845 -5.4916 -0.5121 -0.02 0.04 0.00
C -0.8966 -4.4709 0.1260 0.00 0.00 0.00
C -2.1187 -4.7756 0.9547 0.01 -0.03 0.00
C -0.4852 -3.1638 -0.0062 -0.05 -0.07 0.02
C 0.6440 -2.7680 -0.7707 0.05 -0.04 -0.02
C 1.3314 -3.8362 -1.4021 -0.01 -0.05 0.03
N 0.9379 -1.4417 -0.8155 0.04 0.05 -0.18
C 2.0812 -0.9383 -1.5786 0.00 -0.06 0.08
C 1.9544 -1.1991 -3.0911 -0.02 0.00 -0.01
C 2.1074 0.5799 -1.4089 -0.01 0.05 0.00
C 3.4225 -1.4566 -1.0221 0.02 0.02 0.02
H 1.3135 -7.2278 -1.7575 0.00 0.01 0.00
H 2.7652 -6.2217 -1.6849 -0.01 0.00 0.00
H 1.6815 -6.1017 -3.0674 0.00 0.00 0.00
H -0.4997 -6.5260 -0.4142 0.01 0.01 0.00
H -2.2586 -5.8527 1.0658 -0.01 0.00 0.00
H -3.0162 -4.3605 0.4913 0.00 0.00 -0.01
H -2.0360 -4.3317 1.9488 0.01 0.01 -0.01
H -1.0764 -2.4219 0.5302 0.00 -0.02 -0.04
H 2.2040 -3.6476 -2.0071 0.01 0.00 0.00
H 0.9881 -0.8223 -3.4342 0.02 0.01 0.00
H 2.0108 -2.2536 -3.3542 -0.02 0.03 0.00
H 2.7451 -0.6710 -3.6346 0.00 -0.01 0.02
H 1.2183 1.0296 -1.8549 -0.02 0.00 0.02
H 2.9876 1.0028 -1.9023 -0.02 0.00 0.01
H 2.1357 0.8499 -0.3503 0.01 0.00 -0.01
H 3.6041 -2.5089 -1.2315 -0.03 -0.01 0.02
H 3.4234 -1.3263 0.0624 0.01 0.01 -0.02
H 4.2547 -0.8837 -1.4449 -0.02 -0.02 -0.01
C 0.1497 7.6207 0.8631 -0.06 0.15 0.04
Si 0.5610 5.8060 0.5822 -0.02 -0.12 -0.11
C 0.7432 5.5788 -1.2702 0.02 -0.03 -0.12
C 2.2361 5.4765 1.3623 0.14 -0.04 0.09
Si -1.0404 4.3394 1.4280 -0.03 0.06 0.14
Te -0.8456 2.3103 -0.0165 -0.10 0.51 -0.06
Si -3.1517 5.1020 0.7734 -0.02 -0.12 -0.01
C -3.6904 6.7166 1.5837 -0.03 0.15 0.08
C -3.1244 5.4035 -1.0764 0.05 0.07 -0.16
C -4.4291 3.8046 1.1706 -0.06 -0.05 -0.02
Si -0.9451 4.4304 3.7630 -0.01 -0.06 -0.08
C -1.1876 6.2365 4.2501 -0.03 0.18 -0.03
C -2.3443 3.4615 4.5379 -0.14 -0.12 0.02
C 0.6848 3.9582 4.5514 0.12 0.00 0.07
H 0.9644 8.2399 0.4728 -0.03 0.03 0.02
H 0.0142 7.8579 1.9206 0.01 0.00 -0.02
H -0.7688 7.9007 0.3399 0.03 -0.01 0.00
H 1.5839 6.1735 -1.6427 -0.02 0.00 -0.02
H -0.1627 5.8855 -1.7991 0.03 -0.01 0.01
H 0.9210 4.5289 -1.5173 0.02 0.05 0.00
H 3.0185 6.0039 0.8074 0.02 -0.02 0.04
H 2.4668 4.4073 1.3545 0.00 0.05 -0.02
H 2.2660 5.8136 2.4021 0.01 0.01 -0.05
H -2.9373 7.5037 1.4897 -0.03 -0.01 -0.01
H -3.9047 6.5804 2.6468 -0.03 0.00 -0.05
H -4.6102 7.0611 1.0993 0.02 0.02 0.03
H -2.5343 6.2913 -1.3254 -0.03 -0.01 -0.01
H -4.1428 5.5514 -1.4488 0.03 0.01 -0.01
H -2.6888 4.5478 -1.5975 -0.04 0.02 0.01
H -4.6000 3.7282 2.2475 -0.02 -0.02 -0.02
H -4.1134 2.8164 0.8243 -0.05 0.08 0.02
H -5.3819 4.0424 0.6877 -0.01 -0.03 0.04
H -2.0717 6.6819 3.7896 0.06 -0.01 0.06
H -0.3226 6.8416 3.9646 -0.01 -0.02 0.03
H -1.2972 6.2994 5.3381 0.00 0.02 -0.01
H -3.3037 3.9514 4.3483 0.03 0.00 0.02
H -2.1980 3.3981 5.6207 -0.04 -0.01 0.00
H -2.4050 2.4475 4.1378 0.00 0.08 0.06
H 1.5132 4.5179 4.1104 -0.03 -0.02 0.03
H 0.9086 2.9014 4.4492 0.02 -0.10 0.00
H 0.6394 4.2002 5.6188 0.02 -0.01 -0.01